(1)
{"formula": "C3H14N6O", "method": "ωB97M-V/def2-TZVPD", "e_tot_ha": -525.7495, "de_lowest_kcal_mol": 26.7, "lumo_energy_ev": -6.49, "fmax_ev_per_a": 4.73, "gap_ha": 0.3669, "e_homo_ev": -16.470, "molar_mass_da": 150.2, "charge": 2, "elements": ["O", "N", "N", "N", "N", "N", "N", "C", "C", "C", "H", "H", "H", "H", "H", "H", "H", "H", "H", "H", "H", "H", "H", "H"], "xyz": [[1.088, 1.189, 0.367], [2.134, -1.875, -1.193], [3.485, 1.897, 0.271], [3.228, 0.698, -0.442], [-2.343, -0.054, 0.075], [1.347, -0.867, -0.577], [-1.834, 0.484, -1.029], [-4.045, -0.717, 1.685], [-3.593, -0.032, 0.477], [1.898, 0.297, -0.319], [-5.065, -0.890, 1.653], [-3.301, -1.485, 2.006], [4.127, 1.634, 1.073], [-4.320, 0.460, -0.057], [-0.834, 0.463, -1.074], [3.822, 0.129, -1.062], [1.723, -2.839, -0.740], [3.816, 2.674, -0.309], [-1.689, -0.429, 0.746], [3.168, -1.890, -1.021], [1.730, -2.011, -2.084], [-2.272, 1.185, -1.557], [-3.790, 0.011, 2.457], [1.522, 1.970, 0.654]], "forces_ev_per_a": [[-0.815, -4.086, -2.239], [-1.136, -3.086, 3.391], [1.732, -1.130, 0.805], [-2.574, -0.550, -0.263], [-3.129, 0.467, 1.560], [-0.434, 1.836, 0.418], [1.737, -0.833, -0.710], [3.887, 0.759, 0.953], [2.804, -1.413, 0.033], [0.787, 1.345, 1.981], [-1.747, -0.876, 0.225], [-1.206, -0.270, -0.527], [-0.823, 0.990, -1.420], [-1.237, 1.236, -1.737], [0.213, 0.011, 0.173], [0.217, 1.264, 0.639], [1.565, 2.586, -0.753], [0.191, -0.626, 0.147], [0.492, -0.380, -0.213], [-0.862, -0.006, -0.774], [0.675, 0.150, -2.214], [-1.152, 0.946, -0.201], [-0.778, 0.399, 0.509], [1.592, 1.269, 0.217]]}



(2)
{"formula": "C40H44ClInN6O6S4", "method": "ωB97M-V/def2-TZVPD", "e_tot_ha": -4573.6332, "lumo_energy_ev": -0.77, "fmax_ev_per_a": 1.01, "gap_ha": 0.2501, "e_homo_ev": -7.575, "molar_mass_da": 983.4, "charge": 0, "elements": ["In", "Cl", "S", "S", "S", "S", "O", "O", "O", "O", "O", "O", "N", "N", "N", "N", "N", "N", "C", "C", "C", "C", "C", "C", "C", "C", "C", "C", "C", "C", "C", "C", "C", "C", "C", "C", "C", "C", "C", "C", "C", "C", "C", "C", "C", "C", "C", "C", "C", "C", "C", "C", "C", "C", "C", "C", "C", "C", "H", "H", "H", "H", "H", "H", "H", "H", "H", "H", "H", "H", "H", "H", "H", "H", "H", "H", "H", "H", "H", "H", "H", "H", "H", "H", "H", "H", "H", "H", "H", "H", "H", "H", "H", "H", "H", "H", "H", "H", "H", "H", "H", "H"], "xyz": [[0.839, 0.766, -0.833], [1.103, -6.689, -2.195], [2.368, 0.662, 2.973], [0.890, 3.025, -1.978], [3.247, 1.777, -0.608], [-2.370, 1.537, 1.519], [-3.399, 0.507, -1.124], [-3.452, 3.204, -7.794], [-0.994, 1.217, 0.996], [-5.291, 3.791, -6.846], [-1.325, 0.300, -1.929], [1.511, 0.275, 1.806], [-0.336, -2.838, 1.895], [2.306, 6.177, -3.109], [-4.196, 3.264, -6.836], [-3.135, -2.029, 2.753], [-2.130, -1.547, 0.072], [5.642, 4.535, -0.700], [-4.110, 3.567, 0.904], [-2.095, 1.448, -4.354], [-2.495, 2.052, -5.532], [2.312, 4.621, 2.012], [2.557, 3.103, -1.470], [2.699, 2.434, 2.901], [3.400, 5.095, 2.733], [2.230, -4.289, -1.629], [-2.520, 0.713, -1.995], [2.754, 5.315, -2.488], [-3.805, -3.247, 0.717], [-4.588, 2.675, -4.481], [1.408, -0.694, -2.463], [1.218, 0.610, 4.429], [4.128, 4.240, 3.546], [-1.037, -4.059, 1.489], [-1.500, -3.957, 0.031], [-3.474, 5.553, -0.296], [4.604, 4.398, -1.181], [-1.824, 3.872, 0.177], [-0.805, 2.057, 3.850], [-2.215, 2.093, 3.294], [-4.181, 2.059, -3.312], [-2.938, 1.439, -3.247], [0.191, -4.241, -2.903], [-3.742, 2.653, -5.577], [-2.167, 5.094, -0.386], [-2.613, -2.926, -0.192], [-2.262, -4.333, 2.373], [2.292, -2.907, -1.683], [-2.796, 3.127, 0.818], [1.970, 3.281, 2.085], [1.310, -2.158, -2.344], [-4.444, 4.791, 0.347], [3.296, 4.241, -1.725], [1.180, -4.953, -2.248], [3.779, 2.900, 3.635], [-3.437, -3.358, 2.203], [0.252, -2.855, -2.935], [-0.247, 0.638, 4.006], [-0.801, 2.561, 4.820], [-3.958, -1.438, 2.714], [-4.819, 2.035, -2.439], [-0.032, -2.898, 2.859], [1.493, 1.450, 5.068], [-0.649, -3.729, -0.611], [-0.523, -2.297, -3.448], [1.746, 5.285, 1.370], [-0.840, 0.097, 4.750], [-0.813, 3.492, 0.100], [-1.414, 5.673, -0.904], [-1.314, -1.296, -0.491], [-1.887, -4.934, -0.268], [-4.858, 2.954, 1.395], [-4.292, -3.803, 2.726], [-1.886, -1.489, 1.071], [3.118, -2.387, -1.211], [-0.375, -4.929, 1.568], [-5.549, 3.160, -4.563], [-1.868, 2.060, -6.411], [-2.932, -2.952, -1.235], [3.694, 6.133, 2.648], [-2.870, 1.420, 3.854], [-2.627, 3.098, 3.340], [-0.170, 2.630, 3.194], [-3.742, 6.504, -0.737], [-2.848, -2.100, 3.721], [0.493, -2.691, 1.328], [-2.809, -0.788, -0.214], [2.429, -0.329, -2.556], [-1.130, 0.966, -4.275], [1.469, -0.316, 4.949], [3.003, -4.856, -1.126], [4.355, 2.219, 4.252], [-0.328, 0.114, 3.053], [-1.958, -4.361, 3.426], [-2.627, -5.330, 2.115], [-5.464, 5.148, 0.401], [4.986, 4.610, 4.092], [-4.227, -4.203, 0.402], [0.758, -0.279, -3.229], [-0.622, -4.769, -3.385], [-4.579, -2.484, 0.584], [1.155, 2.882, 1.497]], "forces_ev_per_a": [[0.403, 0.350, -0.636], [-0.016, -0.040, 0.023], [-0.080, 0.288, 0.198], [-0.240, -0.373, 0.245], [-0.371, -0.178, 0.156], [-0.120, 0.301, 0.033], [0.113, -0.017, 0.004], [-0.001, -0.023, 0.052], [0.368, -0.092, -0.056], [0.029, -0.028, 0.041], [0.136, 0.061, 0.130], [-0.038, -0.181, -0.429], [-0.085, 0.136, -0.144], [0.012, -0.015, 0.056], [-0.028, 0.121, -0.151], [0.063, 0.056, -0.191], [0.047, 0.019, 0.207], [-0.026, 0.014, -0.045], [0.011, -0.077, 0.040], [-0.045, 0.003, 0.101], [-0.007, 0.064, -0.151], [0.024, -0.054, -0.034], [0.248, 0.370, 0.106], [-0.078, -0.174, 0.029], [0.012, 0.044, 0.020], [0.010, -0.046, 0.018], [-0.241, -0.137, 0.198], [-0.037, 0.094, -0.020], [0.007, 0.408, 0.058], [-0.122, 0.103, -0.076], [-0.236, 0.335, 0.921], [0.039, 0.066, -0.166], [0.009, 0.010, 0.024], [-0.286, -0.123, -0.028], [0.204, 0.390, 0.117], [0.019, -0.020, -0.015], [0.085, -0.001, 0.026], [0.099, -0.085, 0.043], [0.068, -0.363, -0.047], [-0.068, -0.202, -0.044], [0.053, -0.048, 0.037], [0.118, 0.035, -0.068], [-0.043, -0.052, -0.070], [0.090, -0.178, 0.256], [-0.056, 0.009, -0.010], [-0.039, -0.504, 0.223], [0.173, 0.326, 0.146], [-0.092, 0.076, 0.041], [-0.037, -0.017, -0.034], [-0.083, -0.070, -0.038], [-0.095, -0.179, -0.053], [-0.025, 0.028, 0.013], [-0.146, -0.195, 0.023], [0.022, 0.105, 0.005], [-0.011, -0.052, -0.008], [0.099, -0.209, -0.115], [0.061, 0.060, -0.032], [0.009, 0.206, 0.020], [-0.044, 0.041, -0.029], [-0.028, -0.043, 0.074], [-0.008, 0.020, -0.020], [0.005, 0.013, 0.003], [0.028, -0.014, 0.058], [0.008, -0.040, -0.008], [0.025, -0.011, -0.030], [0.032, -0.010, -0.020], [0.021, -0.017, -0.010], [-0.045, 0.041, -0.030], [0.006, -0.022, 0.009], [0.020, -0.138, -0.095], [0.042, 0.006, -0.111], [-0.035, 0.030, -0.056], [-0.044, -0.049, -0.072], [0.070, 0.165, 0.005], [0.023, -0.035, -0.025], [-0.073, -0.089, -0.070], [0.000, -0.002, 0.008], [0.013, 0.001, 0.009], [0.004, -0.002, -0.011], [-0.015, -0.014, -0.003], [-0.017, 0.000, -0.048], [-0.049, -0.010, -0.039], [0.279, 0.208, -0.156], [-0.001, -0.014, -0.004], [-0.001, 0.025, 0.007], [0.044, -0.048, 0.028], [-0.054, 0.007, 0.017], [0.028, -0.091, -0.118], [0.024, 0.041, -0.034], [-0.007, 0.000, -0.058], [-0.016, 0.004, 0.001], [0.039, 0.012, -0.035], [-0.072, -0.103, 0.033], [-0.040, -0.053, 0.000], [0.003, -0.035, 0.098], [0.009, -0.009, 0.006], [-0.009, -0.009, 0.005], [-0.019, 0.026, -0.089], [0.070, -0.050, -0.066], [0.011, 0.007, 0.005], [-0.059, -0.076, -0.008], [-0.045, -0.009, -0.068]]}



(3)
{"formula": "H10IO5", "method": "ωB97M-V/def2-TZVPD", "e_tot_ha": -680.0158, "de_lowest_kcal_mol": 3.6, "lumo_energy_ev": 3.18, "fmax_ev_per_a": 0.42, "gap_ha": 0.3064, "e_homo_ev": -5.160, "molar_mass_da": 217.0, "charge": -1, "elements": ["I", "O", "O", "O", "O", "O", "H", "H", "H", "H", "H", "H", "H", "H", "H", "H"], "xyz": [[-0.257, 0.298, -1.030], [-3.771, 1.124, -0.476], [2.981, 1.874, -0.026], [-0.931, -3.211, 0.224], [-0.428, 1.588, 2.380], [2.164, -2.333, -2.073], [2.343, 1.169, -0.229], [2.985, -2.003, -1.697], [1.514, -1.632, -1.879], [-0.871, -2.302, -0.121], [-1.368, -3.109, 1.075], [-2.949, 0.744, -0.845], [-0.626, 1.404, 1.439], [2.517, 2.428, 0.608], [-3.467, 1.613, 0.295], [0.163, 2.347, 2.354]], "forces_ev_per_a": [[0.011, 0.003, 0.049], [0.141, -0.117, -0.136], [0.086, -0.164, 0.056], [-0.125, 0.122, 0.028], [-0.205, 0.126, -0.241], [-0.052, 0.222, -0.022], [-0.058, 0.226, -0.052], [-0.083, 0.023, 0.016], [0.127, -0.243, -0.012], [0.110, -0.143, 0.021], [0.035, 0.058, -0.057], [-0.230, 0.183, 0.189], [0.265, -0.138, 0.298], [-0.060, -0.056, -0.051], [0.073, -0.057, -0.042], [-0.035, -0.043, -0.045]]}